Density functional theory data (ωB97M-V/def2-TZVPD) for a molecular structure, C5H8BrNO4 in a non-equilibrium geometry.

For the gap between HOMO and LUMO (spin up / spin down), the calculation gives 7.475 / 7.477 eV. The spin multiplicity is 1. Its calculated total energy is -85031.43090 eV. The value obtained for the HOMO energy (spin up / spin down) is -9.82 / -9.82 eV. For the maximum force, the calculation gives 0.0909 Eh/bohr. Its relative energy (zero: lowest compared OMol25 entry of this formula, charge and spin) is 63.40 kcal per mole.

Structure (XYZ):
```
19
C5H8BrNO4 (ωB97M-V/def2-TZVPD)
C 0.329 -0.935 2.155
C -0.568 -1.345 1.257
C -0.362 0.757 -2.175
C 0.173 0.374 -0.658
C -0.754 -0.724 -0.105
N -1.035 -1.779 -1.072
O -0.102 -2.617 -1.099
O -2.006 -1.815 -1.745
O -1.421 -2.414 1.407
O 0.329 1.450 0.121
Br -2.730 0.937 0.450
H 0.596 -1.383 3.103
H 0.963 -0.154 1.956
H 0.158 1.732 -2.283
H -1.430 0.924 -2.206
H 0.005 0.085 -2.980
H 1.151 -0.105 -0.926
H -1.664 -2.574 2.412
H -0.545 1.798 0.250
```